(1)
Molecular formula: C43H51AsN3O6P2PtSeTe
Method: DFT, the ωB97M-V functional and the def2-TZVPD basis

Computed properties:
net charge: +1
electronic energy: -7992.14278 Eh

Structure (XYZ):
```
109
Properties=species:S:1:pos:R:3:forces:R:3
Pt 0.20545 -0.05661 -0.22110 2.35 0.65 2.34
N -1.09299 -2.26811 -4.19270 0.58 -0.18 -0.40
C -1.86346 -1.55104 -3.15161 0.02 0.39 1.06
C -3.34363 -1.52702 -3.41821 -0.25 -0.07 0.01
P -1.51057 -2.40807 -1.54799 0.40 -0.39 0.16
O 0.06758 -2.73592 -1.80897 -0.64 -0.27 -0.29
O -2.31477 -3.63575 -1.44800 -0.22 -0.28 -0.25
O -1.59565 -1.38185 -0.45041 -0.45 0.20 -0.84
P -0.96427 0.06473 -3.07672 -0.31 0.07 -1.14
O -1.57982 0.81395 -4.36521 0.28 -0.31 -0.09
O 0.43081 -0.38442 -3.40247 -0.18 -0.05 -0.44
O -1.19063 0.92560 -1.87080 -0.51 0.01 -0.06
H -1.00665 -3.26434 -3.96824 0.03 0.13 -0.27
H -0.15118 -1.73708 -4.09562 -0.05 -0.58 -0.23
H -1.48325 -2.12845 -5.12903 0.07 -0.11 0.19
H -3.75102 -2.53424 -3.32212 -0.06 0.03 -0.02
H -3.58027 -1.12285 -4.40302 0.06 0.07 -0.03
H -3.82495 -0.90242 -2.66840 -0.10 0.04 0.05
H 0.57801 -2.69569 -0.99739 0.24 0.02 0.29
H -2.12699 1.56447 -4.14396 -0.28 0.39 0.11
C 3.95090 4.29912 2.77169 0.03 0.02 0.04
C 4.70393 3.56485 1.87134 0.01 0.00 0.01
C 4.19487 2.39509 1.32878 -0.07 -0.33 -0.17
C 2.91526 1.97619 1.67227 -0.35 0.03 -0.12
C 2.16325 2.71476 2.58137 -0.19 -0.21 -0.19
C 2.68406 3.87023 3.13596 -0.06 0.03 0.03
As 2.17782 0.25923 1.09305 0.31 -0.47 -0.10
C 3.72200 -0.63823 0.36011 0.14 -0.20 -0.06
C 4.23380 -0.52108 -0.92120 -0.30 0.22 -0.07
C 5.38674 -1.20895 -1.26716 0.05 0.02 -0.05
C 6.00702 -2.02752 -0.33575 -0.01 0.01 0.02
C 5.48693 -2.17009 0.94063 -0.09 0.06 0.07
C 4.34250 -1.47317 1.30889 -0.06 0.26 -0.49
C 3.71431 -1.48510 2.63532 -0.44 0.22 0.23
C 4.15520 -2.19097 3.74981 0.00 0.08 -0.14
C 3.48835 -2.06725 4.95685 0.03 -0.04 0.03
C 2.39419 -1.22657 5.08160 -0.03 0.07 -0.02
C 1.94118 -0.51672 3.98111 -0.09 0.13 -0.21
C 2.58482 -0.66126 2.76284 -0.17 -0.24 0.05
H 4.35787 5.20049 3.20275 0.03 0.10 0.03
H 5.69375 3.89789 1.59625 0.08 0.00 -0.02
H 4.79216 1.80279 0.64332 0.01 0.07 0.04
H 1.17081 2.36106 2.85217 0.05 0.16 0.06
H 2.10997 4.43162 3.85789 -0.07 0.05 0.02
H 3.72474 0.11015 -1.65083 0.19 -0.19 0.10
H 5.80519 -1.10505 -2.25730 -0.01 0.00 -0.07
H 6.90848 -2.55690 -0.60494 0.06 -0.06 -0.03
H 5.98497 -2.81148 1.65165 0.04 -0.07 0.06
H 5.02247 -2.82963 3.68314 0.08 -0.08 -0.02
H 3.83065 -2.62723 5.81353 0.05 -0.04 0.08
H 1.89302 -1.12551 6.03201 -0.05 0.00 0.08
H 1.08117 0.13789 4.06383 0.01 -0.07 0.07
C 2.98522 3.40590 -1.76949 0.36 -0.25 0.33
Te 1.43157 1.88707 -2.01007 -0.50 0.61 0.91
C 0.37608 3.36808 -0.84120 -0.01 0.02 -0.02
C 0.88924 4.65884 -1.40313 0.07 0.06 -0.03
C 0.10571 5.79516 -1.49440 0.00 0.05 -0.03
C 0.60623 6.93558 -2.10429 -0.10 0.03 0.02
C 1.89639 6.94641 -2.60151 0.08 0.03 -0.01
C 2.69581 5.81956 -2.48341 0.04 0.00 -0.06
C 2.19690 4.67117 -1.89323 -0.37 0.06 0.01
H 3.74179 3.31844 -2.54637 -0.05 -0.18 -0.07
H 3.47668 3.35581 -0.79789 -0.07 -0.17 -0.03
H 0.64415 3.24398 0.21513 0.02 -0.12 -0.20
H -0.70089 3.25766 -0.95315 0.11 -0.17 -0.07
H -0.90430 5.78133 -1.11146 -0.12 0.01 0.01
H -0.02408 7.80490 -2.21301 -0.03 0.10 0.02
H 2.27739 7.82568 -3.09880 0.05 0.07 0.00
H 3.70448 5.82841 -2.86774 0.12 0.01 -0.09
C -2.62750 -4.06661 4.73235 0.18 -0.08 -0.01
C -1.84135 -5.16748 4.02349 -0.27 -0.01 -0.06
C -2.42129 -5.57110 2.66513 0.27 0.22 0.06
C -2.06187 -4.62693 1.51772 0.16 -0.87 -0.02
N -2.72599 -3.35238 1.59800 0.11 0.75 0.05
C -2.14344 -2.17090 1.85414 -0.18 0.07 0.05
Se -0.34344 -1.90920 2.13852 0.96 0.56 -0.24
N -3.06782 -1.18990 1.84186 0.20 -0.62 0.03
C -2.78360 0.21619 1.98992 0.52 0.64 0.14
C -2.42381 0.59537 3.42925 -0.20 -0.25 0.13
C -3.49128 0.23522 4.46397 0.01 0.26 -0.08
C -4.76873 1.05591 4.31506 0.14 -0.19 0.12
C -4.27368 -1.74627 1.48373 -0.36 -0.73 -0.22
C -5.52654 -1.19393 1.25301 0.03 0.04 0.04
C -6.54484 -2.05486 0.89239 0.03 0.15 0.00
C -6.32580 -3.42398 0.74443 0.06 -0.12 0.01
C -5.08316 -3.98400 0.96211 0.07 0.00 -0.01
C -4.05480 -3.12897 1.33251 -0.63 0.61 0.05
H -2.34847 -4.02869 5.78242 0.00 0.09 0.11
H -3.69751 -4.26179 4.67834 -0.11 0.04 0.00
H -2.42247 -3.08708 4.30369 -0.09 0.10 0.00
H -1.84540 -6.05432 4.66071 0.13 0.02 0.00
H -0.80450 -4.84661 3.89115 0.07 -0.13 0.07
H -3.50567 -5.65808 2.74757 -0.09 -0.10 -0.02
H -2.03214 -6.55319 2.39258 -0.05 -0.03 -0.07
H -2.33350 -5.07225 0.55797 0.08 0.14 0.00
H -0.98404 -4.43826 1.52191 -0.19 -0.01 -0.12
H -3.65783 0.77152 1.64974 0.02 -0.09 -0.03
H -1.93684 0.46506 1.32532 -0.39 -0.07 0.13
H -2.25412 1.67288 3.45484 0.07 0.10 -0.04
H -1.48842 0.10311 3.70505 -0.01 0.08 -0.12
H -3.07126 0.42013 5.45531 0.01 -0.10 -0.01
H -3.72765 -0.83080 4.40647 0.07 -0.03 0.07
H -4.52902 2.11058 4.19407 -0.04 0.14 -0.01
H -5.39096 0.94975 5.20065 -0.12 0.02 0.01
H -5.35386 0.73006 3.45950 -0.11 0.04 -0.11
H -5.70544 -0.13508 1.34618 -0.02 0.11 0.02
H -7.53314 -1.65986 0.71472 -0.07 0.06 -0.02
H -7.14647 -4.05714 0.44576 -0.06 -0.08 -0.02
H -4.91700 -5.03880 0.82470 0.05 -0.16 -0.01
```
Positions in Å, forces in eV/Å.



(2)
Molecular formula: C20H21N6PdS
Method: DFT, the ωB97M-V functional and the def2-TZVPD basis

Computed properties:
net charge: +1
electronic energy: -1629.07539 Eh
multiplicity: 3

Structure (XYZ):
```
49
Properties=species:S:1:pos:R:3:forces:R:3
Pd 0.78576 -0.27547 0.25641 -0.09 0.47 -0.90
C -3.95324 -0.44847 -2.60779 0.02 0.00 0.02
C -4.13134 0.31643 -1.46269 -0.07 -0.08 -0.15
C -3.24194 0.22553 -0.40929 0.33 -0.18 0.15
C -2.13694 -0.63427 -0.49849 -0.76 -0.24 -0.75
C -1.94804 -1.37777 -1.67569 0.14 0.07 0.37
C -2.85804 -1.29577 -2.71089 -0.08 0.03 0.00
N -1.18984 -0.78427 0.49581 0.90 0.27 0.45
C -1.49614 -0.96957 1.81381 0.38 -0.15 0.01
C -2.77954 -1.22537 2.31611 -0.27 -0.03 0.24
C -2.96004 -1.49207 3.65941 0.01 0.07 -0.34
C -1.87554 -1.55027 4.52951 0.28 0.01 0.06
C -0.58954 -1.35257 4.06511 -0.01 0.00 -0.27
C -0.38684 -1.05847 2.71731 -1.09 -0.44 0.98
N 0.83366 -0.80857 2.16741 2.30 -0.06 -0.70
N 1.95286 -1.20517 2.62151 -2.44 -0.64 2.26
C 3.05956 -0.92227 1.91501 1.65 0.78 -2.03
C 4.32966 -1.07837 2.49941 -0.89 -0.04 0.09
C 5.45416 -0.84457 1.74771 0.05 0.30 -0.50
C 5.30986 -0.46887 0.41151 0.07 -0.18 0.45
C 4.03746 -0.33947 -0.10779 -0.18 0.15 -0.19
N 2.92966 -0.53917 0.60191 -0.03 -0.49 0.81
H -4.66104 -0.37857 -3.41879 -0.09 0.00 -0.07
H -4.97634 0.98423 -1.39349 -0.09 0.08 0.04
H -3.37654 0.83253 0.47351 -0.03 0.05 0.13
H -1.09904 -2.05367 -1.71959 -0.06 0.08 -0.05
H -2.72434 -1.90457 -3.59339 0.02 -0.02 -0.06
H -3.62364 -1.25847 1.64221 0.02 0.05 0.01
H -3.95244 -1.67667 4.03721 -0.13 -0.06 0.01
H -2.02874 -1.77907 5.57011 -0.06 -0.01 0.17
H 0.26316 -1.42357 4.72041 0.10 0.03 0.08
H 4.38046 -1.37307 3.53411 0.01 -0.05 0.12
H 6.43566 -0.92977 2.18511 0.09 -0.09 0.06
H 6.17116 -0.29747 -0.21399 0.04 0.02 -0.07
H 3.89576 -0.06657 -1.14669 -0.03 -0.01 0.07
C -1.57254 2.09873 -2.97119 0.12 0.00 -0.23
N -0.89604 2.06793 -1.69389 0.12 0.10 -0.10
C 0.43466 2.06513 -1.51229 -0.27 0.63 0.34
S 1.03386 2.27753 0.07211 -0.03 -0.19 0.11
N 1.24226 1.99403 -2.57239 -0.55 -0.16 -0.37
C 2.68016 2.09503 -2.53299 0.43 0.05 -0.03
H -2.64204 2.15463 -2.78879 0.07 -0.01 -0.05
H -1.37624 1.18743 -3.54239 -0.05 0.03 -0.01
H -1.27304 2.97123 -3.55909 -0.02 -0.01 -0.01
H -1.44804 2.23883 -0.86499 0.27 -0.10 -0.09
H 0.82426 1.92663 -3.48869 -0.05 0.01 0.07
H 3.00456 2.15283 -1.49379 -0.06 -0.03 -0.18
H 3.01186 2.99643 -3.05189 -0.02 -0.04 0.03
H 3.12666 1.22703 -3.02199 0.02 0.03 0.03
```
Positions in Å, forces in eV/Å.



(3)
Molecular formula: C47H89F3NO6
Method: DFT, the ωB97M-V functional and the def2-TZVPD basis

Computed properties:
net charge: +1
electronic energy: -2649.45440 Eh

Structure (XYZ):
```
146
Properties=species:S:1:pos:R:3:forces:R:3
C 0.82557 -1.86377 5.47140 -2.16 1.54 -1.39
C -0.22730 -1.07166 4.93226 2.11 -1.10 0.97
C -0.36453 -0.76002 3.37563 -1.66 -2.33 0.88
O 0.19879 0.51754 2.96700 0.33 -1.22 -2.54
C 0.24954 0.66493 1.56079 -2.05 3.61 -0.66
O -0.20041 1.73989 1.07729 2.12 -4.44 1.66
C 0.87328 -0.37338 0.52586 2.67 -2.28 -2.22
C 2.31044 -0.05213 -0.00987 -1.93 -3.66 -1.63
C 2.94503 -1.03082 -1.06450 -1.69 1.40 2.04
C 4.40268 -0.61390 -1.61495 -0.52 -1.42 -1.02
C 4.34211 -0.01552 -3.13630 1.00 0.90 0.44
O 5.48731 0.88961 -3.23867 -1.05 -1.00 -0.60
C 3.04081 0.88649 -3.41966 0.02 1.33 -1.72
F 2.84069 1.84295 -2.39109 0.03 -2.70 -2.35
F 3.31550 1.65430 -4.60795 -0.83 -1.82 2.76
F 1.86481 0.14145 -3.73152 2.58 1.83 1.40
N 2.25979 -2.24328 -1.52160 -1.98 2.05 1.33
C 2.84147 -3.20730 -2.52945 0.65 -0.96 -0.49
C 3.40012 -4.49535 -1.72328 0.39 -0.06 -0.35
C 3.84724 -4.15472 -0.21931 -0.04 0.39 -0.20
C 0.91655 -2.57291 -1.04162 -0.05 2.34 1.74
O 0.28142 -3.74705 -1.50422 2.20 2.65 1.75
C 0.29265 -4.81471 -0.51290 -0.50 -3.06 0.50
C -0.10120 -6.18560 -1.32034 0.43 -0.18 -0.23
C -0.22364 -5.90143 -2.89866 -0.72 -0.77 0.03
C 0.18447 -1.64308 -0.03176 1.96 0.36 -0.29
C -1.29944 -2.01734 0.42454 -0.27 1.19 -0.63
C -2.32764 -2.03735 -0.84381 0.27 0.86 -0.01
C -2.81132 -0.51884 -1.19102 -0.35 -0.71 -0.04
C -3.80691 0.08906 -0.09001 0.52 -0.08 -0.21
O -4.15328 1.46952 -0.47462 1.99 0.07 0.83
C -3.32465 2.40340 0.22805 -2.98 1.56 3.94
O -3.81720 2.90955 1.27571 2.38 -1.98 -4.33
H 1.37123 -2.58214 4.76780 -0.29 1.50 1.14
H 1.11197 -1.80138 6.58440 -0.89 -0.59 -1.90
H -1.02950 -0.68293 5.65689 1.58 0.01 -1.33
H -1.49597 -0.73200 3.12328 1.78 0.09 0.46
H 0.05917 -1.65697 2.78132 -0.24 1.53 0.88
H 2.91553 0.86502 0.31108 -1.12 -1.58 -0.56
H 4.96650 0.09401 -0.91469 -1.26 -0.80 -1.06
H 5.05076 -1.56926 -1.69590 -1.03 1.55 0.22
H 4.51975 -0.81761 -3.93482 -1.05 0.99 1.18
H 5.70360 1.01496 -4.19851 -0.40 -0.11 1.22
H 3.69290 -2.74638 -3.14990 -1.43 -0.32 1.34
H 2.02733 -3.49540 -3.29913 1.23 0.55 1.51
H 4.34253 -4.86605 -2.27261 -1.52 0.56 0.73
H 2.62661 -5.34232 -1.79915 1.19 1.30 0.34
H 4.44219 -5.04000 0.18508 -0.87 1.32 -0.41
H 4.51266 -3.20675 -0.20874 -0.88 -1.70 -0.04
H 2.96613 -3.90024 0.48348 1.39 -0.61 -1.12
H 1.30997 -5.02059 -0.04063 -1.29 0.89 -0.79
H -0.46763 -4.69496 0.32959 1.01 0.40 -1.31
H 0.71509 -6.98660 -1.14051 -1.21 1.42 -0.23
H -1.06998 -6.65586 -0.89759 1.49 1.02 -0.82
H 0.72899 -5.46461 -3.36939 -1.53 -0.46 0.86
H -0.42929 -6.88510 -3.46261 0.31 1.44 1.02
H -1.14979 -5.23851 -3.06061 1.67 -0.80 -0.01
H -1.37501 -2.95282 1.07428 0.36 1.23 -1.03
H -1.66439 -1.13129 1.07402 0.72 -1.57 -0.98
H -3.21429 -2.71705 -0.60143 1.14 1.07 -0.28
H -1.84665 -2.43169 -1.80029 -0.49 0.32 1.49
H -3.33867 -0.58751 -2.21495 0.60 0.31 1.71
H -1.92448 0.19647 -1.34888 -1.12 -1.13 0.40
H -4.76228 -0.53663 0.00035 1.28 1.10 -0.30
H -3.34822 0.16759 0.95904 -0.51 -0.45 -1.43
H -2.28160 2.73088 -0.10516 -1.41 -0.87 -0.16
C 4.80679 -5.08442 -9.18491 -0.04 0.04 -0.12
C 5.14100 -3.81353 -8.41586 0.09 -0.05 0.04
C 5.02546 -3.97456 -6.89931 0.04 0.11 0.08
C 3.62546 -4.31580 -6.38032 -0.05 -0.13 -0.20
C 2.52659 -3.31972 -6.75496 0.04 -0.10 0.16
C 2.75662 -1.92647 -6.18656 -0.11 0.09 -0.24
H 3.76930 -5.39005 -9.02882 0.06 -0.03 -0.02
H 4.94589 -4.92329 -10.25678 -0.03 -0.09 0.08
H 5.45904 -5.90742 -8.88010 -0.07 0.02 -0.01
H 4.50307 -2.99511 -8.76409 0.03 0.00 0.05
H 6.16955 -3.52352 -8.65517 -0.09 0.04 0.05
H 5.37615 -3.05251 -6.42128 0.00 -0.02 0.01
H 5.71505 -4.76160 -6.57294 -0.03 0.04 -0.03
H 3.67314 -4.39734 -5.28687 -0.01 -0.02 0.03
H 3.33576 -5.30877 -6.74172 0.05 0.07 0.05
H 1.57206 -3.69753 -6.37186 0.02 -0.01 -0.09
H 2.41762 -3.25932 -7.84192 0.02 -0.04 0.07
H 2.82934 -1.95583 -5.09556 -0.02 0.02 -0.05
H 1.92125 -1.27330 -6.45125 0.12 0.05 0.12
H 3.66990 -1.47527 -6.58293 -0.03 0.01 0.04
C -0.14935 3.28211 -1.93586 0.01 -0.08 -0.06
C 0.74403 4.35051 -2.55146 0.07 0.07 0.07
C 0.56559 5.72978 -1.91509 0.06 0.11 -0.08
C -0.83006 6.34334 -2.05902 -0.10 -0.15 0.03
C -1.32968 6.50522 -3.49541 -0.01 0.11 0.09
C -0.47087 7.44468 -4.33084 -0.04 -0.05 -0.17
H -1.20894 3.50816 -2.08336 0.03 0.00 -0.01
H 0.04971 2.31131 -2.39992 -0.07 -0.02 0.06
H 0.03833 3.18803 -0.86304 -0.04 0.03 -0.07
H 0.56697 4.40033 -3.63044 0.01 0.04 0.03
H 1.78807 4.04424 -2.42602 -0.09 0.09 -0.06
H 1.30853 6.41153 -2.34296 -0.05 -0.03 0.03
H 0.80301 5.66074 -0.84696 -0.01 -0.01 -0.04
H -0.82699 7.32491 -1.57191 -0.02 -0.06 -0.02
H -1.55334 5.73608 -1.50309 0.09 0.07 -0.02
H -2.34936 6.90363 -3.46373 0.04 -0.09 0.02
H -1.39674 5.53090 -3.99057 0.00 0.01 0.05
H -0.42065 8.43686 -3.87412 0.04 -0.06 -0.02
H -0.89730 7.55546 -5.33132 0.09 0.05 0.06
H 0.54763 7.06586 -4.44629 -0.03 0.06 0.01
C -1.31998 -3.81014 11.89563 -0.05 -0.13 0.06
C -0.60081 -4.20790 10.61389 0.10 0.09 0.02
C -0.51928 -3.07623 9.58818 0.06 -0.04 -0.12
C -1.86526 -2.56506 9.06597 -0.08 0.01 0.17
C -2.75972 -3.62140 8.41550 0.00 0.13 -0.04
C -2.14354 -4.25093 7.17399 -0.09 -0.17 -0.02
H -2.36357 -3.54635 11.70795 0.06 0.02 0.04
H -1.31184 -4.64130 12.60540 -0.03 0.11 0.00
H -0.82776 -2.95666 12.37001 -0.07 -0.02 -0.03
H -1.08681 -5.08625 10.17759 0.03 0.04 -0.03
H 0.41849 -4.51684 10.86954 -0.07 -0.01 -0.07
H 0.09462 -3.41173 8.74442 -0.03 0.02 0.01
H 0.02020 -2.23231 10.03382 -0.03 -0.05 0.00
H -1.67266 -1.76701 8.33906 -0.02 -0.02 0.00
H -2.41873 -2.09487 9.88646 0.07 -0.02 -0.06
H -3.70481 -3.14654 8.13105 0.04 -0.04 0.08
H -3.01537 -4.40449 9.13610 0.03 0.07 0.00
H -1.91441 -3.48871 6.42354 0.05 -0.03 0.03
H -2.84130 -4.96478 6.72776 0.10 0.03 -0.03
H -1.22345 -4.79148 7.40952 -0.02 0.04 -0.05
C -2.81000 6.29829 1.08966 0.10 -0.01 0.15
C -3.96030 6.21001 2.08258 -0.13 -0.12 -0.03
C -5.23817 6.89263 1.59226 -0.07 0.03 0.12
C -5.12621 8.40104 1.35123 0.12 0.00 -0.11
C -4.67841 9.22603 2.55865 -0.09 0.05 -0.09
C -5.64579 9.15247 3.73199 0.10 0.04 0.14
H -2.50690 7.33346 0.91308 0.00 -0.06 -0.06
H -1.93892 5.75970 1.47341 0.00 0.02 -0.09
H -3.08800 5.85107 0.13087 -0.02 0.07 0.04
H -3.64772 6.62773 3.04499 -0.04 0.03 -0.03
H -4.18063 5.15341 2.26413 0.02 0.12 0.02
H -6.03824 6.69831 2.31482 0.03 0.02 -0.05
H -5.55741 6.41723 0.65739 0.03 0.00 0.05
H -6.10116 8.76937 1.01205 0.05 0.00 0.03
H -4.43194 8.58657 0.52350 -0.05 -0.03 0.03
H -4.58889 10.27261 2.24819 0.05 -0.08 0.00
H -3.68033 8.91708 2.88557 -0.03 -0.01 -0.05
H -6.64235 9.49308 3.43777 0.03 -0.06 0.03
H -5.29819 9.79215 4.54762 -0.09 -0.06 -0.02
H -5.73001 8.13562 4.12298 -0.04 0.06 -0.02
```
Positions in Å, forces in eV/Å.



no.,maximum force (eV/Å)
1,3.4
2,3.4
3,5.3